# 1
# C19H21N3O3S2

One molecule with the formula C19H21N3O3S2 (wB97M-V/def2-TZVPD, the OMol25 dataset).

The total energy is -1923.0917 a.u. The gap between HOMO and LUMO is 8.4 eV. As for the energy above the lowest of the compared OMol25 structures with the same formula, charge and spin: 0.00 kcal per mole. The maximum force is 0.015 hartree/bohr. Its structure (SMILES) is Cc1cc(C)c2nc(SCC(=O)NCCN3C(=O)CSC3=O)cc(C)c2c1.

```
48
Properties=species:S:1:pos:R:3:forces:R:3:lowdin_charge:R:1
C -5.1256 -3.0104 0.5450 0.019 0.014 -0.006 -0.051
C -4.0627 -2.0125 0.2006 -0.202 0.273 0.123 -0.267
C -2.8601 -2.4642 -0.3730 0.203 0.220 -0.063 0.002
C -1.8470 -1.6076 -0.7130 -0.150 -0.248 0.003 -0.189
C -0.5716 -2.0844 -1.3275 0.002 0.036 0.074 -0.038
C -2.0227 -0.2210 -0.4739 -0.702 0.056 0.330 -0.164
N -1.0167 0.6105 -0.8102 0.136 0.310 -0.032 0.092
C -1.1587 1.8852 -0.5996 0.319 -0.436 -0.212 -0.571
S 0.1786 2.9564 -1.0518 0.098 0.093 -0.165 0.988
C 1.3830 1.7413 -1.6591 -0.254 0.305 -0.096 -0.343
C 2.6765 1.6929 -0.8780 -0.469 0.262 0.139 -0.560
O 3.7217 1.3672 -1.4081 0.365 -0.120 -0.289 0.059
N 2.5704 2.0030 0.4285 -0.052 0.075 0.240 0.051
C 3.6840 1.9247 1.3413 0.252 -0.365 0.068 -0.128
C 3.8850 0.5056 1.8931 -0.053 0.341 0.112 -0.089
N 4.3531 -0.3788 0.8421 -0.200 0.252 0.585 -0.017
C 3.4760 -1.0452 0.0325 0.187 -0.301 -0.148 -0.501
O 2.2850 -1.0887 0.2174 -0.202 -0.013 -0.014 0.094
C 4.1956 -1.7207 -1.1058 0.256 -0.072 -0.325 -0.341
S 5.9674 -1.4745 -0.8449 0.148 -0.085 -0.158 1.026
C 5.7032 -0.4300 0.5523 -0.134 -0.434 -0.403 -0.745
O 6.5605 0.1181 1.1804 0.231 0.260 0.190 0.058
C -2.3087 2.4691 -0.0395 -0.237 -0.208 0.073 -0.047
C -3.3553 1.6599 0.3156 0.237 0.182 -0.072 -0.201
C -4.5976 2.2408 0.9126 0.043 -0.005 -0.019 -0.040
C -3.2298 0.2566 0.1022 0.452 -0.115 -0.211 -0.100
C -4.2360 -0.6717 0.4296 -0.061 -0.218 -0.001 0.007
H -5.9951 -2.5234 0.9791 -0.074 -0.017 0.030 0.074
H -4.7420 -3.7397 1.2576 -0.042 -0.079 0.051 0.083
H -5.4383 -3.5518 -0.3472 -0.072 -0.072 -0.019 0.083
H -2.7403 -3.5245 -0.5487 0.054 -0.124 -0.040 0.120
H 0.2751 -1.7821 -0.7139 0.092 -0.031 -0.067 0.054
H -0.4424 -1.6335 -2.3104 0.088 0.006 -0.088 0.086
H -0.5730 -3.1664 -1.4310 -0.006 -0.085 -0.019 0.077
H 0.8642 0.7777 -1.5646 0.198 0.042 -0.079 0.068
H 1.6002 1.9495 -2.7061 0.071 -0.075 0.107 0.089
H 1.6482 2.1654 0.8046 0.077 0.060 -0.134 0.106
H 4.5864 2.2207 0.7980 -0.085 0.048 0.156 0.132
H 3.5157 2.6176 2.1669 0.036 0.004 -0.047 0.127
H 2.9413 0.0990 2.2650 0.140 0.050 0.019 0.131
H 4.6383 0.5171 2.6831 -0.102 -0.044 -0.049 0.129
H 3.9559 -2.7821 -1.1553 -0.078 0.079 0.109 0.093
H 3.9037 -1.2395 -2.0413 -0.093 0.005 0.137 0.091
H -2.3433 3.5391 0.0956 -0.093 0.130 0.057 0.106
H -5.4612 2.0098 0.2905 -0.099 -0.002 0.015 0.090
H -4.5091 3.3208 0.9976 -0.038 0.041 0.022 0.078
H -4.7736 1.8257 1.9041 -0.078 -0.006 0.058 0.090
H -5.1580 -0.3209 0.8676 -0.127 0.014 0.057 0.108
```
Forces are in eV/Å.



# 2
# C19H21N3O4

One molecule with the formula C19H21N3O4 (wB97M-V/def2-TZVPD, the OMol25 dataset).

The total energy is -1201.8838 a.u. The gap between HOMO and LUMO is 8.3 eV. As for the energy above the lowest of the compared OMol25 structures with the same formula, charge and spin: 37.48 kcal per mole. The maximum force is 0.018 hartree/bohr. Its structure (SMILES) is CCc1cc(=O)oc2cc(OCC(=O)NCCCn3ccnc3)ccc12.

```
47
Properties=species:S:1:pos:R:3:forces:R:3:lowdin_charge:R:1
C -4.7536 -1.2683 -1.8678 -0.091 0.036 0.109 -0.080
C -4.9183 -1.1686 -0.3488 0.086 -0.073 -0.143 -0.194
C -3.5802 -1.1525 0.3267 0.040 -0.565 0.292 -0.165
C -3.0559 -2.2860 0.8461 -0.318 0.353 -0.195 0.068
C -1.7470 -2.3437 1.4604 0.153 -0.642 0.115 -0.442
O -1.2116 -3.3352 1.8867 -0.144 0.380 -0.111 0.116
O -1.0600 -1.1560 1.5481 0.242 0.006 0.165 0.124
C -1.5525 -0.0086 1.0396 -0.520 0.646 -0.458 -0.173
C -0.7369 1.1142 1.1605 0.076 0.015 0.117 0.076
C -1.1318 2.3150 0.5970 -0.410 -0.384 -0.026 -0.262
O -0.3808 3.4460 0.5788 -0.130 0.033 -0.193 -0.035
C 0.8626 3.4499 1.2480 0.342 0.010 0.335 -0.079
C 1.9141 2.4872 0.6762 -0.546 0.330 -0.302 -0.499
O 2.8575 2.1239 1.3439 0.289 -0.090 0.362 0.067
N 1.6926 2.1187 -0.5977 -0.116 0.150 -0.237 0.086
C 2.4830 1.1270 -1.2944 0.071 -0.321 -0.071 -0.151
C 1.8761 -0.2776 -1.1779 0.188 0.122 0.159 -0.133
C 2.2465 -0.9635 0.1460 -0.581 0.143 -0.268 -0.137
N 3.6337 -1.3318 0.1637 0.275 -0.066 0.143 -0.093
C 4.1921 -2.4143 -0.4576 0.121 -0.262 -0.168 -0.083
C 5.5359 -2.3200 -0.2429 -0.189 -0.143 -0.162 -0.164
N 5.8123 -1.2075 0.4862 0.485 0.273 0.234 0.051
C 4.6609 -0.6388 0.7127 0.040 0.139 0.168 -0.183
C -2.3769 2.3973 -0.0453 0.200 0.225 0.041 0.008
C -3.1922 1.2986 -0.1281 0.198 -0.159 0.126 -0.006
C -2.7997 0.0587 0.3971 0.498 0.094 0.234 -0.103
H -4.1829 -0.4274 -2.2545 0.047 0.050 -0.094 0.070
H -5.7281 -1.2785 -2.3492 -0.056 0.009 -0.100 0.075
H -4.2299 -2.1852 -2.1278 0.047 -0.056 -0.055 0.081
H -5.4846 -2.0318 0.0036 -0.014 0.077 0.064 0.115
H -5.4803 -0.2688 -0.0951 -0.049 -0.033 0.060 0.111
H -3.5908 -3.2222 0.8173 -0.041 -0.073 0.013 0.130
H 0.1961 0.9984 1.6857 0.143 -0.018 0.074 0.124
H 0.7445 3.2330 2.3161 0.037 -0.038 -0.154 0.144
H 1.2403 4.4715 1.1459 -0.017 -0.165 0.050 0.145
H 0.8651 2.4620 -1.0609 0.037 0.023 0.154 0.145
H 2.5505 1.4233 -2.3436 0.071 -0.001 0.099 0.123
H 3.4852 1.1349 -0.8586 -0.042 0.051 -0.180 0.117
H 0.7885 -0.2116 -1.2585 -0.029 -0.012 -0.056 0.108
H 2.2417 -0.8915 -2.0031 -0.051 -0.055 -0.010 0.112
H 2.0672 -0.2889 0.9842 -0.022 -0.107 0.000 0.113
H 1.6342 -1.8599 0.2832 0.089 0.110 0.086 0.129
H 3.5990 -3.1444 -0.9699 -0.146 -0.140 -0.094 0.111
H 6.3179 -2.9792 -0.5627 0.084 -0.199 -0.100 0.088
H 4.5167 0.2643 1.2725 -0.180 0.218 0.097 0.113
H -2.6724 3.3451 -0.4655 -0.049 0.113 -0.050 0.121
H -4.1482 1.3930 -0.6164 -0.119 -0.003 -0.071 0.113
```
Forces are in eV/Å.



# 3
# C19H21N3O5S

One molecule with the formula C19H21N3O5S at a distorted geometry (wB97M-V/def2-TZVPD, the OMol25 dataset).

The total energy is -1675.3372 a.u. The gap between HOMO and LUMO is 8.8 eV. As for the energy above the lowest of the compared OMol25 structures with the same formula, charge and spin: 1.70 kcal per mole. The maximum force is 0.021 hartree/bohr. Its structure (SMILES) is COC(=O)[C@@H](CCSC)NC(=O)Cn1ncc2c(=O)oc3ccc(C)cc3c21.

```
49
Properties=species:S:1:pos:R:3:forces:R:3:lowdin_charge:R:1
C -4.2153 -2.3081 0.3565 -0.237 -0.199 0.231 -0.025
O -3.5415 -1.1886 -0.2077 0.098 -0.008 -0.341 -0.075
C -3.6042 -0.0486 0.4784 -0.157 0.293 0.071 -0.528
O -4.2603 0.1118 1.4709 -0.034 -0.013 -0.095 0.120
C -2.7876 1.0699 -0.1729 -0.071 0.411 0.241 -0.210
C -2.0335 1.8432 0.9253 -0.031 -0.045 0.025 -0.177
C -0.7225 1.1893 1.3431 0.041 -0.410 -0.075 -0.401
S -0.8345 -0.6374 1.4722 0.160 0.147 0.254 0.904
C 0.2883 -0.9150 2.8673 -0.311 0.162 -0.274 -0.364
N -1.9247 0.5308 -1.1967 -0.216 -0.289 0.093 0.114
C -1.0586 1.2504 -1.9232 0.184 -0.604 -0.278 -0.477
O -0.9071 2.4503 -1.8560 0.026 0.485 -0.023 0.076
C -0.2465 0.3696 -2.8957 -0.110 0.640 -0.122 -0.020
N 0.1645 -0.8618 -2.2879 0.571 -0.183 0.375 -0.089
N -0.4998 -1.9816 -2.6145 -0.682 -0.479 -0.503 0.097
C -0.0095 -2.9567 -1.8863 0.295 0.247 0.262 -0.047
C 1.0038 -2.4681 -1.0416 0.052 0.830 -0.350 -0.072
C 1.8320 -3.1036 -0.0458 -0.210 -0.498 -0.027 -0.411
O 1.8278 -4.2637 0.2729 0.001 0.357 -0.084 0.130
O 2.7049 -2.2549 0.5903 0.126 -0.188 0.188 0.117
C 2.7754 -0.9206 0.3485 -0.056 0.823 -0.237 -0.200
C 3.6795 -0.1998 1.1259 -0.127 -0.269 -0.094 0.010
C 3.7969 1.1640 0.9692 -0.162 -0.068 -0.132 -0.025
C 3.0176 1.8487 0.0367 -0.055 -0.040 -0.008 -0.268
C 3.1476 3.3312 -0.1254 0.077 0.014 -0.054 -0.040
C 2.1261 1.1338 -0.7426 0.215 -0.149 0.102 0.011
C 1.9883 -0.2506 -0.6085 0.364 0.019 0.363 -0.074
C 1.0790 -1.0975 -1.3231 -0.086 -1.050 0.023 -0.115
H -4.2581 -3.0617 -0.4253 0.015 0.040 0.035 0.097
H -3.6508 -2.6785 1.2137 -0.024 0.033 -0.030 0.099
H -5.2172 -2.0227 0.6810 0.098 -0.058 -0.049 0.098
H -3.5109 1.7628 -0.6285 0.037 -0.168 0.111 0.172
H -2.7114 1.9143 1.7775 0.031 0.046 -0.074 0.116
H -1.8068 2.8471 0.5644 -0.073 -0.038 0.015 0.115
H 0.0666 1.4110 0.6233 -0.038 0.101 0.130 0.051
H -0.4209 1.5566 2.3224 0.046 0.076 -0.010 0.086
H 1.2453 -0.4427 2.6610 0.107 -0.029 0.069 0.025
H -0.1553 -0.5169 3.7760 0.080 -0.013 0.110 0.037
H 0.4167 -1.9894 2.9542 0.070 -0.078 0.062 0.038
H -1.9833 -0.4692 -1.3317 0.085 0.043 -0.116 0.119
H 0.6101 0.9344 -3.2709 -0.143 -0.044 0.104 0.134
H -0.8907 0.1048 -3.7390 0.153 0.012 0.101 0.140
H -0.3763 -3.9581 -1.9751 -0.125 -0.223 -0.060 0.121
H 4.2722 -0.7358 1.8502 0.066 -0.070 0.085 0.126
H 4.4966 1.7123 1.5820 0.079 0.054 0.082 0.117
H 2.2602 3.7483 -0.5948 -0.044 0.087 -0.018 0.080
H 3.2998 3.8126 0.8380 -0.008 0.093 0.040 0.080
H 4.0075 3.5630 -0.7540 0.035 0.107 -0.034 0.086
H 1.5207 1.6712 -1.4536 -0.113 0.092 -0.081 0.100
```
Forces are in eV/Å.



# 4
# C19H21N5O

One molecule with the formula C19H21N5O at a distorted geometry (wB97M-V/def2-TZVPD, the OMol25 dataset).

The total energy is -1085.6341 a.u. The gap between HOMO and LUMO is 8.2 eV. As for the energy above the lowest of the compared OMol25 structures with the same formula, charge and spin: 23.76 kcal per mole. The maximum force is 0.025 hartree/bohr. Its structure (SMILES) is O=C(CCn1nnc2ccccc21)N1CCN(c2ccccc2)CC1.

```
46
Properties=species:S:1:pos:R:3:forces:R:3:lowdin_charge:R:1
O 0.8953 1.8152 2.7864 -0.320 0.102 0.237 0.036
C 1.3135 1.8861 1.6418 -0.031 0.298 -0.174 -0.458
C 0.6039 2.8189 0.6675 -0.107 -0.158 0.068 -0.068
C -0.8130 2.3131 0.3939 0.057 0.554 0.356 -0.104
N -0.8484 1.3769 -0.6983 -0.570 -0.669 -0.334 -0.045
N 0.1762 1.1808 -1.5304 0.598 0.552 0.282 0.053
N -0.1390 0.3703 -2.4576 0.262 -0.358 -0.685 0.085
C -1.4341 -0.0092 -2.2835 -0.713 0.541 0.891 -0.245
C -2.2688 -0.8540 -3.0156 0.083 0.089 0.032 -0.024
C -3.5534 -1.0133 -2.5570 0.006 -0.172 -0.197 -0.090
C -4.0171 -0.3637 -1.4024 -0.036 0.136 0.172 -0.086
C -3.2149 0.4751 -0.6654 -0.128 0.099 0.105 -0.017
C -1.9140 0.6469 -1.1235 0.347 -0.395 -0.803 -0.171
N 2.4063 1.2011 1.2468 0.317 -0.151 0.127 -0.045
C 2.9254 1.0112 -0.0863 0.109 0.092 -0.342 -0.111
C 2.7948 -0.4880 -0.5004 0.088 0.063 -0.144 -0.127
N 2.2793 -1.2876 0.5832 0.251 -0.107 0.057 -0.111
C 0.9076 -1.5391 0.6500 -0.278 -0.226 -0.021 -0.228
C 0.2897 -2.1560 -0.4418 -0.016 0.045 0.026 -0.031
C -1.0449 -2.5013 -0.3959 -0.018 -0.056 0.021 -0.098
C -1.8029 -2.2305 0.7318 -0.121 -0.085 0.075 -0.109
C -1.2021 -1.6165 1.8159 -0.168 -0.082 -0.004 -0.083
C 0.1390 -1.2791 1.7847 0.195 0.097 -0.012 -0.026
C 3.0447 -1.1030 1.7902 0.067 -0.061 -0.012 -0.131
C 3.0964 0.3821 2.2260 -0.045 0.009 0.313 -0.104
H 0.5226 3.7739 1.1908 0.020 -0.108 -0.016 0.129
H 1.1312 2.9751 -0.2685 -0.010 0.089 0.071 0.094
H -1.4704 3.1551 0.1427 0.089 -0.128 0.049 0.134
H -1.2051 1.8245 1.2929 0.037 0.068 -0.122 0.131
H -1.9062 -1.3525 -3.8999 0.019 -0.079 -0.121 0.114
H -4.2344 -1.6577 -3.0932 -0.038 -0.051 -0.055 0.102
H -5.0368 -0.5308 -1.0887 -0.078 -0.003 0.042 0.104
H -3.5716 0.9726 0.2229 -0.084 0.021 0.098 0.113
H 3.9798 1.3123 -0.0853 -0.063 0.010 -0.031 0.122
H 2.3838 1.6165 -0.8066 0.108 0.000 0.103 0.085
H 2.1270 -0.5639 -1.3562 0.086 -0.020 0.010 0.089
H 3.7783 -0.8779 -0.7857 -0.050 0.058 -0.060 0.119
H 0.8704 -2.3794 -1.3240 0.089 -0.043 -0.066 0.115
H -1.4977 -2.9917 -1.2452 -0.024 -0.033 -0.056 0.103
H -2.8485 -2.4977 0.7623 -0.084 -0.021 0.008 0.100
H -1.7813 -1.3912 2.7001 -0.037 0.008 0.085 0.105
H 0.5715 -0.7883 2.6419 0.092 0.099 0.079 0.100
H 2.6254 -1.7310 2.5760 0.068 0.032 -0.012 0.121
H 4.0603 -1.4590 1.5800 -0.058 -0.003 0.089 0.120
H 4.1336 0.7278 2.2982 -0.049 -0.016 0.003 0.124
H 2.6065 0.5386 3.1874 0.138 -0.038 -0.132 0.114
```
Forces are in eV/Å.



# 5
# C19H21N5O2SbW

C19H21N5O2SbW as an isolated structure at a distorted geometry (wB97M-V/def2-TZVPD, the OMol25 dataset).

The total energy is -1466.9133 a.u. The gap between HOMO and LUMO (spin up / spin down) is 4.6 / 4.0 eV. As for the charge: +3. Its expectation value of S² is 2.08. The maximum force is 0.125 hartree/bohr. As for the multiplicity: 3.

```
49
Properties=species:S:1:pos:R:3:forces:R:3:mulliken_spin:R:1
W 0.1644 0.3791 0.3526 -4.614 -4.065 -1.915 1.365
C -0.7760 -2.5149 -3.4218 -1.411 1.248 1.798 0.000
C 0.0359 -2.4809 -2.1223 0.950 -0.656 -2.162 -0.014
C 1.1466 -3.3603 -2.1794 0.160 0.944 1.186 0.065
C 2.1484 -3.2655 -1.2271 0.255 -1.123 0.374 -0.010
C 2.1234 -2.2629 -0.2509 0.113 0.811 -0.019 0.115
C 0.9792 -1.4863 -0.2409 -0.038 0.432 -0.612 -0.207
N -0.0034 -1.5930 -1.1338 0.142 1.301 1.078 0.026
Sb 1.4101 0.4533 2.9987 0.084 -0.450 0.859 0.610
C 1.3852 1.7820 1.1773 1.747 2.344 -0.462 -0.087
C 1.8685 2.9884 1.7653 -2.449 -2.538 1.201 -0.035
C 2.9198 3.6298 1.1831 2.102 1.015 -0.790 0.043
C 3.2975 3.2628 -0.0967 -0.167 -0.166 -0.842 0.008
C 2.7400 2.1065 -0.7364 0.128 -1.667 0.093 0.012
C 3.1575 1.7132 -2.1212 -0.322 2.223 0.433 0.003
N 1.8905 1.2675 -0.0398 2.013 4.140 0.384 0.054
C -0.7227 0.5913 3.0756 -0.493 1.073 0.170 0.008
C -1.6541 1.0087 4.0128 0.603 -0.173 -0.479 -0.046
C -2.9300 0.4412 3.9103 -0.672 -0.411 -0.783 0.032
C -3.1413 -0.6075 3.0001 1.446 0.333 1.144 0.008
C -2.1541 -1.0150 2.1163 0.193 0.808 -2.112 0.021
C -2.4173 -2.1389 1.1299 0.647 0.430 -0.292 0.013
N -1.0660 -0.1443 1.9641 -0.296 -2.365 1.818 0.085
H -1.6870 -3.1783 -3.2682 1.189 0.664 -0.605 -0.001
H -1.1416 -1.4713 -3.5749 -0.006 -0.823 -0.231 -0.001
H -0.0852 -2.7991 -4.2253 -0.639 -0.173 0.193 -0.001
H 1.2407 -3.9248 -3.0853 0.108 -0.740 0.106 0.002
H 2.9613 -4.0058 -1.1412 -0.231 0.591 -0.640 -0.002
H 3.0467 -1.9840 0.2743 -0.674 -0.477 0.243 0.006
H 1.3640 3.2667 2.7135 0.647 0.324 -0.629 0.020
H 3.5204 4.3953 1.6881 -0.686 0.072 -0.142 0.000
H 3.9804 3.9069 -0.7126 -0.525 -0.823 0.830 0.001
H 3.9645 1.0324 -2.1466 1.109 -0.853 0.372 0.000
H 2.3658 1.2564 -2.6653 -0.792 -0.209 -0.522 0.001
H 3.5157 2.6443 -2.6052 -0.310 -0.665 -0.122 0.001
H -1.3931 1.7905 4.7227 -0.107 -0.459 0.203 0.003
H -3.7781 0.7807 4.4971 0.247 0.013 0.210 0.000
H -3.9825 -1.2426 3.0114 -1.223 -0.193 0.225 0.001
H -1.9750 -3.0968 1.4475 0.119 0.371 0.254 0.001
H -3.4948 -2.3170 1.0841 0.199 0.136 -0.293 0.001
H -1.9922 -1.9194 0.1123 -0.747 -0.118 1.019 -0.003
N -1.1472 1.8143 -0.6215 -0.540 0.098 -1.171 0.015
N -2.2151 0.7942 -0.5934 2.881 0.622 3.387 -0.104
C -2.5816 0.0596 -1.7587 -1.874 -0.338 -5.578 0.012
O -3.3782 -0.8721 -1.5983 1.634 1.085 1.072 0.000
O -2.1976 0.6500 -2.8136 0.788 -0.849 1.821 -0.043
H -1.3908 2.7412 -0.1621 0.142 -1.414 -0.770 0.005
H -0.8469 1.9493 -1.6173 -1.200 0.035 0.111 0.009
H -3.0748 0.9752 -0.0772 0.370 0.635 0.586 0.008
```
Forces are in eV/Å.